Record 1
The following is a DFT calculation (wB97M-V/def2-TZVPD) of a molecular structure, C33H57IN2O2SiY.

Output
Frontier orbital gap: 8.416 eV
Total charge: +1
ΔE to the lowest compared entry with this formula, charge and spin: 0.0 kJ/mol

Element x y z (Å)
I 0.4737 1.3839 3.6077
Y 1.1412 0.6917 0.9307
Si -3.3679 -1.5177 2.4391
O -3.6585 -1.1246 -1.0225
O -0.5865 1.5512 -0.2442
N 3.1069 1.6551 0.2804
N 2.5101 -1.0904 0.7735
C -4.6279 -0.1383 2.6768
C 3.0299 3.9540 -2.6504
C 2.5220 5.2138 -0.6477
C 4.6845 -0.0648 0.9506
C -4.3079 -2.9752 1.6998
C 1.3904 -2.6727 -0.7384
C -1.9279 -0.8558 1.3597
C -0.3095 1.5214 -1.6931
C 1.6755 -2.2504 0.5770
C 1.4537 -2.4992 3.0905
C 4.4534 -2.5507 1.0197
C -1.5413 2.6019 0.2056
C 3.2133 2.7948 -1.9011
C 5.4783 2.2508 0.4914
C 1.1435 -2.9375 1.6903
C 2.6968 4.0768 0.1365
C -1.0545 3.9911 -0.1392
C -3.5723 -2.5046 -1.4556
C 0.5463 -3.7655 -0.9265
C 3.8413 -1.1856 0.9048
C 2.6797 5.1554 -2.0299
C -5.2679 -0.4057 -2.7391
C -4.9370 -0.5077 -1.2630
C -1.5628 1.5778 -2.5377
C 0.3068 -4.0265 1.4650
C 2.6122 4.1482 1.6354
C 1.9498 -1.9397 -1.9182
C -0.0005 -4.4434 0.1693
C 3.6973 1.5278 -2.5420
C -2.6999 -2.6544 -2.6785
C -2.6445 -2.0897 4.0778
C 4.3561 1.2504 0.6063
C 2.9689 2.8535 -0.5103
H 0.9693 -3.1955 3.7901
H 5.1890 3.2372 0.8758
H -3.7076 -3.8939 1.7066
H 2.9098 5.1524 1.9756
H 0.3261 -4.0903 -1.9434
H 3.1954 0.6286 -2.1537
H 2.5337 6.0506 -2.6324
H -1.4398 -1.6952 0.8466
H -4.5762 -2.9221 -1.6626
H -2.2898 0.8034 -2.2619
H 6.3398 1.8980 1.0648
H -3.4230 -2.0687 4.8553
H 1.3867 -1.0221 -2.1655
H -1.0715 4.1707 -1.2236
H -4.8687 0.4898 -0.8077
H 5.5444 -2.4574 1.0348
H 3.0015 -1.6489 -1.7913
H -2.2648 -3.1191 4.0005
H -2.2745 -0.1516 0.5723
H 3.5039 1.5583 -3.6216
H -4.6131 -2.7825 0.6645
H -1.2823 1.4110 -3.5830
H 5.7925 2.3708 -0.5582
H 1.5863 3.9803 2.0014
H -5.4811 -1.3968 -3.1559
H 2.5322 -2.4967 3.3066
H 1.0721 -1.4928 3.3393
H -4.4464 0.0544 -3.3016
H -1.2118 -0.3487 2.0298
H -5.2306 -3.1689 2.2655
H -4.9606 0.2474 1.7027
H 1.8855 -2.5894 -2.8037
H -0.6595 -5.2957 0.0130
H 5.7324 -0.2530 1.1813
H -6.1571 0.2164 -2.8718
H 2.2652 6.1560 -0.1519
H 3.2618 3.4283 2.1479
H -3.1284 -3.0780 -0.6260
H -4.1874 0.6937 3.2430
H -5.7284 -1.0708 -0.7352
H 4.1438 -3.0502 1.9483
H -2.0320 2.5636 -2.4772
H 4.1847 -3.1935 0.1702
H -1.6136 2.4402 1.2862
H -3.0670 -2.0220 -3.4938
H -1.7273 4.7263 0.3205
H -2.4954 2.3504 -0.2685
H 0.3593 2.3670 -1.9105
H -5.5160 -0.4859 3.2238
H 3.1758 3.9060 -3.7289
H -2.7191 -3.6972 -3.0128
H 4.7833 1.3794 -2.4197
H -1.8174 -1.4419 4.3998
H -0.0989 -4.5524 2.3322
H -1.6613 -2.3952 -2.4439
H 0.2520 0.5896 -1.8724
H -0.0404 4.2070 0.2296

---

Record 2
The following is a DFT calculation (wB97M-V/def2-TZVPD) of 2 unconnected molecules or ions with the total composition C4H14N3.

Output
Frontier orbital gap: 10.788 eV
Total charge: +1
ΔE to the lowest compared entry with this formula, charge and spin: 240.9 kJ/mol

Element x y z (Å)
N -1.5374 -0.6690 0.3478
N 0.8082 -0.6459 0.5353
N -0.5404 1.0949 1.5792
C -0.3277 -0.0630 0.9118
C -0.4734 -0.4437 -2.3478
C 0.0448 0.9404 -1.9688
C 2.0650 -0.2948 1.3044
H -0.7379 1.5882 -2.2860
H 0.2010 1.7755 2.0392
H -2.4993 -0.0579 0.4662
H -1.6503 -1.7291 0.3782
H 0.9158 0.9958 -2.6202
H 2.1418 -0.4849 2.3044
H 0.3769 1.1327 -1.0594
H 0.3048 -1.1342 -2.4189
H 0.7722 -1.5785 0.0900
H 2.1101 0.7232 1.0602
H -1.5101 1.2572 1.8781
H 2.9533 -0.6371 0.7443
H -1.4086 -0.8029 -1.8383
H -0.9350 -0.3418 -3.3719

---

Record 3
The following is a DFT calculation (wB97M-V/def2-TZVPD) of a molecular structure, C52H45N11O3S3Ta.

Output
Frontier orbital gap: 6.089 eV
Total charge: +3

Element x y z (Å)
Ta -0.1643 -0.0768 0.6720
S 2.1174 0.9496 2.0038
S -1.7060 0.9851 2.2054
S 1.7365 -0.1306 -2.2876
O 1.1645 -0.1959 -0.8038
O 3.3838 0.5765 1.4636
O 1.1297 1.6299 1.0934
N -1.4351 -3.4487 -1.7716
N 1.5020 -3.8989 -4.8476
N -0.3317 -4.1586 -3.7535
N -2.5361 1.8385 -0.1597
N 1.0204 -4.3108 -3.7483
N -3.8013 2.6232 1.4970
N -0.8071 -1.8267 2.1841
N -1.1564 -1.7334 -0.4477
N -1.5407 1.1050 -0.5870
N 1.1328 -0.3133 2.2177
N -4.1059 2.7206 2.7075
C 3.8733 -1.5113 -1.1518
C -6.3780 4.3610 5.0601
C 3.7968 2.7571 5.1042
C 3.6292 2.0215 3.9453
C -2.7320 1.8531 1.1380
C 3.2495 -1.9332 -3.4707
C 0.7901 -3.3247 -0.6547
C -2.2228 -3.5246 3.1217
C -1.9669 -3.2727 -5.4947
C -5.1918 3.5118 3.1769
C 0.9025 -3.2774 5.1395
C -1.9363 -2.7515 -6.7684
C 3.4829 1.9262 -1.6761
C 2.4154 1.4691 -2.4486
C 2.9052 4.1570 6.9912
C -0.5613 -2.8020 -0.9815
C 4.2963 -2.8389 -3.5833
C 2.0154 -2.4840 5.1388
C 2.3284 3.5195 -3.6711
C 1.4274 3.1578 5.2261
C 0.4835 -2.9284 -6.9456
C -6.0419 4.1467 2.2808
C -0.1114 -3.0929 4.1630
C -1.5837 2.5834 -2.5373
C -1.0167 0.4903 -4.2691
C 4.8996 -2.4283 -1.2814
C -0.7272 -3.6297 -4.9559
C -2.4717 -1.7388 -0.8937
C -1.3123 -3.8283 4.1002
C -1.3968 1.2977 -2.0328
C 5.1139 -3.0817 -2.4927
C 0.0752 -2.0959 3.1958
C -1.0960 0.2559 -2.9003
C 2.7104 3.3350 5.7577
C 2.1880 -1.4506 4.1815
C 0.4665 -3.4607 -5.6508
C -2.6535 -2.8096 -1.6985
C 3.9579 3.2001 -1.9126
C 1.8271 2.2446 -3.4412
C 1.2307 2.4311 4.0721
C -5.3367 3.5986 4.5559
C -1.2201 1.7641 -4.7729
C 3.0662 -1.2758 -2.2599
C -1.9335 -2.5236 2.1847
C -1.1280 -4.5897 -2.6503
C 3.3831 3.9896 -2.9079
C -0.7296 -2.5787 -7.4854
C -1.4943 2.8101 -3.8990
C 1.2168 -1.2719 3.2413
C -7.2411 5.0093 4.1863
C 2.3396 1.8645 3.4389
C -7.0737 4.9025 2.8075
H 0.2402 2.3122 3.6560
H 0.9938 1.8649 -4.0173
H 2.7835 -2.6338 5.8836
H -2.0831 -4.9697 -3.0133
H 4.4756 1.5836 3.4367
H -7.7533 5.4105 2.1385
H -0.8080 -0.3374 -4.9349
H 4.7896 3.5804 -1.3368
H -1.1638 1.9471 -5.8365
H 1.3737 -3.5441 -1.5496
H 0.5817 3.6074 5.7287
H 0.7780 -4.0495 5.8858
H 3.9349 1.2973 -0.9259
H -6.5141 4.4496 6.1280
H 3.8810 3.9890 7.4391
H -4.6540 3.0897 5.2244
H 2.1365 3.9393 7.7314
H 4.7916 2.8905 5.5074
H -3.5100 -3.1475 -2.2530
H 5.5443 -2.6333 -0.4382
H -3.1658 -4.0462 3.0532
H 0.6862 -4.2562 -0.0924
H 3.0727 -0.8303 4.2174
H -1.5118 -4.6042 4.8268
H 5.9216 -3.7953 -2.5795
H -0.6191 -5.3763 -2.0942
H 2.8290 5.2175 6.7429
H -8.0545 5.6029 4.5786
H -3.1749 -0.9712 -0.6239
H -2.9008 -3.4098 -4.9685
H 4.4475 -3.3713 -4.5107
H 2.5897 -1.7556 -4.3086
H 1.4069 -2.8204 -7.4954
H -1.6496 3.8098 -4.2797
H -5.8988 4.0554 1.2150
H 1.3450 -2.6186 -0.0397
H -2.6580 -2.3030 1.4181
H -0.7741 -2.1780 -8.4876
H 3.7024 -0.9973 -0.2209
H -1.8039 3.4016 -1.8677
H -2.8661 -2.4751 -7.2448
H -0.9546 -0.7512 -2.5426
H -3.5705 2.2186 3.4258
H 1.8948 4.1383 -4.4432
H 3.7729 4.9819 -3.0903

---

Record 4
The following is a DFT calculation (wB97M-V/def2-TZVPD) of 13 unconnected molecules or ions with the total composition C26H78O13S13.

Output
Frontier orbital gap: 8.362 eV
ΔE to the lowest compared entry with this formula, charge and spin: 797.1 kJ/mol

Element x y z (Å)
S 3.0252 6.5713 -2.6851
S 0.2615 -0.2007 1.4085
S -3.4325 3.1338 9.8221
S 6.7887 -6.6546 -1.7851
S -1.3213 -4.5632 8.1227
S 2.6737 -1.3382 -6.4782
S -6.3048 -0.6701 -0.3285
S 6.5934 -0.7693 3.1631
S -4.2782 8.0239 1.5459
S -2.3195 -8.1778 -0.2851
S 2.7832 6.4415 3.4169
S -5.4832 2.0743 -7.0970
S -3.3655 -6.2006 -6.2499
O -6.4215 -1.2164 1.0602
O 2.4786 7.6204 4.3452
O -4.1647 -6.7187 -5.0887
O -5.6160 3.5910 -7.3769
O -1.2512 -9.2632 -0.4567
O -2.3390 2.1027 9.7720
O 3.2620 5.4617 -3.7221
O 2.3330 -0.8532 -5.0492
O 7.3785 -6.0666 -0.4967
O -1.4555 -5.5147 6.9269
O 5.4858 -1.8136 3.2456
O -3.3403 7.0043 0.8700
O -0.9940 -0.0606 2.1943
C -2.7847 -7.8336 -6.9046
C 8.3260 -1.5974 3.2207
C 4.6046 6.4849 3.1657
C -5.0277 1.4645 -8.7230
C -4.6897 -1.3490 -0.8209
C -3.0971 4.7471 10.7092
C -3.7621 3.8060 8.1333
C 1.4354 -0.5501 -7.5232
C 5.0132 -6.4938 -1.7651
C 0.6244 -1.8730 0.7435
C -3.9581 -9.0032 -0.2769
C 6.7074 -0.4234 1.3836
C -3.5099 9.5397 0.7643
C 3.4444 8.1820 -3.5013
C 0.0858 0.7441 -0.1509
C 6.8839 -5.3806 -3.1181
C 1.1630 6.7431 -2.8102
C -5.6751 1.0380 -0.3691
C -0.6375 -2.9891 7.3970
C 0.2385 -5.0517 8.9702
C -3.8251 1.8549 -6.2839
C -1.7500 -5.6810 -5.5918
C -2.2949 -7.8307 1.5619
C 4.1509 -0.3195 -6.9348
C 2.5562 4.7663 4.2398
C -3.3933 8.2994 3.1554
H 2.8483 8.9221 -2.9674
H -3.7470 0.7705 -6.2062
H -2.1643 -8.6448 2.2748
H 3.0920 4.0655 3.5995
H -3.4094 4.8313 8.0219
H 0.4709 -0.7913 -7.0763
H -2.4797 9.2273 0.5935
H 4.7982 -7.1669 -0.9351
H -4.0413 -9.7244 0.5361
H 1.0526 1.1723 -0.4155
H -3.1770 -7.2599 1.8519
H 7.5002 0.2490 1.0556
H 3.0997 8.0783 -4.5301
H -1.8007 -5.4636 -4.5249
H 1.6415 0.5192 -7.4764
H 3.1144 4.6620 5.1701
H -3.9026 9.6470 -0.2468
H 6.5942 -1.2857 0.7266
H -4.0710 5.1926 10.9122
H -3.2173 7.4455 3.8096
H -0.1398 -2.4609 0.2350
H -4.7139 -8.2390 -0.0958
H -3.4919 -8.5110 -7.3832
H 1.0556 -4.9177 8.2612
H -4.7993 3.8740 7.8052
H 8.4355 -1.7818 4.2894
H 6.5556 -4.3642 -2.9007
H -2.3874 -8.5859 -6.2232
H -4.8555 -2.3824 -1.1252
H 0.7765 7.0684 -3.7761
H 0.8515 7.4643 -2.0546
H -5.7521 1.4533 -1.3740
H 0.7744 -2.5648 1.5724
H 5.0091 6.7822 4.1333
H -5.9981 1.2415 -9.1666
H 4.2116 0.6246 -6.3933
H -3.5394 10.4146 1.4138
H 4.6974 -5.4792 -1.5222
H -4.4689 0.5297 -8.7685
H 5.8328 0.1424 1.0625
H -3.2450 3.2713 7.3366
H 7.8905 -5.4504 -3.5304
H -4.0676 8.9007 3.7652
H 4.4899 -6.8032 -2.6698
H -0.4720 0.0781 -0.8092
H -0.2669 -3.1077 6.3789
H -4.6750 1.0585 0.0639
H 1.6367 -0.7502 -8.5755
H -4.4390 2.2142 -9.2516
H 5.1134 -0.7089 -6.6030
H 1.4882 4.5535 4.2869
H 8.4010 -2.4505 2.5464
H -0.6023 1.5386 0.1379
H -0.9068 -6.3701 -5.6395
H -1.5398 -7.1340 1.9259
H 4.8211 7.2702 2.4414
H -2.9380 2.2955 -6.7390
H -3.7102 2.2689 -5.2821
H -6.3449 1.4254 0.3987
H 6.1933 -5.8133 -3.8419
H -4.2720 -9.5624 -1.1584
H 0.5795 5.8493 -2.5895
H 4.8837 5.4790 2.8521
H -2.6677 4.4348 11.6612
H 0.2678 -6.0831 9.3215
H -3.8647 -1.3241 -0.1090
H 9.1991 -0.9644 3.0623
H 4.3197 -0.1968 -8.0046
H 4.4502 8.6014 -3.5246
H -4.4020 -0.9754 -1.8037
H -1.9914 -7.6868 -7.6376
H -2.4354 5.2912 10.0352
H 0.1931 -2.5332 7.9358
H 1.4457 -1.9751 0.0341
H -2.4373 8.8126 3.0513
H -1.3750 -2.1900 7.4719
H -1.2563 -4.9788 -6.2637
H 0.4764 -4.2765 9.6986

---

Record 5
The following is a DFT calculation (wB97M-V/def2-TZVPD) of C4H8N2O2 in the gas phase.

Output
Frontier orbital gap: 10.502 eV
ΔE to the lowest compared entry with this formula, charge and spin: 77.4 kJ/mol
SMILES: CN(C=O)CC(N)=O

Element x y z (Å)
O -0.6416 -0.5175 -2.4315
O -0.1586 1.7841 1.5522
N -1.7187 0.6589 -0.8418
N 0.9035 0.0086 0.5450
C 0.3611 0.6952 1.5975
C 0.7362 -1.4495 0.6431
C -0.5863 0.2017 -1.4508
C 0.7153 0.5768 -0.7766
H 0.5031 0.1192 2.5238
H -1.6528 1.1724 0.0301
H -2.5681 0.2699 -1.2219
H 1.4340 -1.9290 1.3245
H -0.2829 -1.7494 0.9373
H 0.7071 -1.8404 -0.3708
H 1.5568 0.3378 -1.4244
H 0.6920 1.6612 -0.6355

---

Record 6
The following is a DFT calculation (wB97M-V/def2-TZVPD) of a molecular structure, C39H30ClN4O6RhS3.

Output
Frontier orbital gap: 6.471 eV
Total charge: +2
ΔE to the lowest compared entry with this formula, charge and spin: 98.4 kJ/mol

Element x y z (Å)
Rh 0.1931 0.4520 -0.3602
Cl 5.1404 0.3124 -3.6553
S 1.7446 1.1196 1.4686
S -1.5156 -3.7019 -5.7923
S -4.3462 0.4624 5.0372
O 4.6977 -3.1391 -0.6770
O 2.3807 -2.6972 0.5403
O 0.7173 -1.2675 0.2588
O 2.9929 0.4429 1.0928
O -1.1956 2.3856 -0.6275
O 5.7966 -2.2637 -2.3882
N 2.7344 0.6546 -2.4961
N -1.5017 0.1608 0.7652
N -0.9180 -0.6861 -1.6434
N 1.9398 0.0611 -1.5566
C -2.3611 -0.7213 0.2037
C 0.5636 1.2930 3.9669
C -3.4066 2.7918 5.4777
C 0.6468 -2.4600 -5.2621
C -3.5412 -1.1214 0.8211
C 1.1484 4.0477 -4.4550
C 2.2729 3.4303 -4.9812
C -4.1913 1.8314 6.0404
C 0.5867 3.5537 -3.2879
C 3.8719 -0.0847 -2.6248
C 2.5893 -1.0138 -1.1291
C -4.3692 -2.0906 0.1463
C -2.3125 -2.7057 -2.9090
C -0.2014 -1.2741 6.6508
C -3.8589 -0.5300 2.0501
C 1.1568 2.4570 -2.6696
C -2.7822 -2.1962 -1.6915
C -3.0324 0.4381 2.5898
C -2.0157 -1.2180 -1.0689
C 2.1348 2.8253 1.7790
C 0.8487 -3.0813 -6.5191
C -3.3417 1.1546 3.8303
C -1.1471 -2.2145 -3.4761
C -0.5957 -2.7062 -4.7387
C 0.1229 0.7173 5.1443
C 1.1160 -1.3708 4.5080
C -0.4964 -1.1624 -2.8051
C 0.3591 -0.6304 5.4156
C 3.8087 -1.1767 -1.7684
C 4.8655 -2.2425 -1.6393
C 2.2716 1.8342 -3.1989
C -1.8411 0.7360 1.9018
C 1.9208 -1.7442 -0.0350
C -3.9993 -2.6171 -1.0415
C 1.2749 0.5162 3.0551
C 2.8423 2.3215 -4.3691
C -0.2458 -3.7828 -6.9236
C -2.9130 2.3982 4.2072
C 1.5787 -0.8129 3.3288
H -1.9762 2.3010 -1.1886
H -1.1122 3.3161 -0.3892
H -0.3699 -4.3458 -7.8352
H 2.1783 -1.3954 2.6429
H 1.2397 3.4447 1.8259
H -4.6835 1.8536 7.0000
H -0.4150 1.3208 5.8647
H -4.7817 -0.8029 2.5493
H -1.1548 1.4537 2.3120
H 1.4106 -1.8812 -4.7585
H 0.3644 -0.6838 -3.2447
H 0.7110 4.9024 -4.9524
H -2.8608 -3.5058 -3.3928
H 1.7594 -3.0113 -7.0944
H 1.3486 -2.4060 4.7250
H -1.0867 -1.8594 6.3921
H 0.5178 -1.9570 7.1008
H 3.7038 1.8606 -4.8131
H 0.7693 2.0327 -1.7644
H -2.2995 3.0365 3.5839
H -0.4927 -0.5316 7.3913
H -3.1969 3.7422 5.9459
H 0.3883 2.3490 3.7919
H 3.8872 -3.0004 -0.1505
H -4.6218 -3.3472 -1.5422
H 2.7187 3.8064 -5.8920
H 2.6938 2.8554 2.7125
H -0.2910 4.0240 -2.8652
H -5.3000 -2.3849 0.6136
H 2.7631 3.1293 0.9421

---

Record 7
The following is a DFT calculation (wB97M-V/def2-TZVPD) of 2 unconnected molecules or ions with the total composition C5H10NO3.

Output
Frontier orbital gap: 8.192 eV
Total charge: -1
ΔE to the lowest compared entry with this formula, charge and spin: 102.5 kJ/mol

Element x y z (Å)
O 1.8065 2.2052 -0.8348
O 0.4963 0.7019 -1.7920
O -2.0849 -1.7626 0.8759
N -0.3154 -1.8062 -0.6532
C -0.9735 -1.4398 0.4747
C 0.9785 -1.5940 2.0893
C -0.1178 -0.7135 1.4905
C -0.5686 2.5960 -0.7618
C 0.6872 1.7591 -1.1270
H 1.9681 -1.1079 2.1338
H 0.4012 -1.0094 -0.9607
H -0.7751 2.7758 0.2934
H -0.6360 -0.2457 2.3345
H -0.6116 3.5297 -1.2956
H 0.7592 -1.9323 3.1643
H 1.0015 -2.6141 1.6803
H -1.3902 1.8911 -0.9778
H 0.3048 0.1464 1.0025
H -0.6881 -2.3391 -1.4377